Computed, not measured: C32H32FN5O4PtS2 as an isolated structure, with ωB97M-V with the def2-TZVPD basis set.

Results
total energy	-76977.070	eV

Structure (ORCA input):
```
! RIJCOSX wB97M-V def2-TZVPD def2/J DEFGRID3
* xyz 0 1
Pt -0.5859 -0.3617 -0.0965
C 1.2168 0.3773 3.7558
C 0.5659 0.6087 2.4151
N 0.3240 -0.4185 1.6500
N 0.8332 -1.6420 2.1260
C 0.6177 -2.6231 1.3191
S -0.2086 -2.5793 -0.1716
S 1.3439 -4.1839 1.8239
C 3.0909 -3.7199 1.5780
C 3.4528 -3.4437 0.1487
C 3.7277 -4.4901 -0.7275
C 4.0060 -4.2461 -2.0608
C 4.0011 -2.9423 -2.5419
C 3.7212 -1.8951 -1.6789
C 3.4511 -2.1420 -0.3400
C 0.2624 1.9871 2.0205
C 0.9481 3.0201 2.6936
C 0.7375 4.3523 2.4374
C -0.2245 4.7030 1.4795
C -0.9025 3.7349 0.7937
C -0.6695 2.3475 1.0028
O -1.3435 1.5204 0.2810
H 0.9134 -0.5831 4.1601
H 2.3048 0.3510 3.6575
H 0.9477 1.1690 4.4478
H 3.2862 -2.8521 2.2068
H 3.6585 -4.5674 1.9662
H 3.7031 -5.5090 -0.3587
H 4.2104 -5.0721 -2.7299
H 4.1911 -2.7491 -3.5906
H 3.6846 -0.8800 -2.0537
H 3.1992 -1.3215 0.3219
H 1.6969 2.7591 3.4278
H 1.2993 5.1098 2.9664
H -0.4287 5.7473 1.2755
H -1.6356 3.9841 0.0377
C 2.2751 -0.1591 -7.0833
C 1.8636 1.2131 -6.5720
N 1.7372 1.2572 -5.1217
C 0.5307 0.9293 -4.5647
C 0.2195 0.8852 -3.2485
C -1.2053 0.3371 -2.9923
O -1.9753 0.4443 -3.9413
O -1.4881 -0.2838 -1.9193
C 1.2437 1.3177 -2.3017
O 1.1389 1.4266 -1.0869
C 2.5750 1.6288 -2.9243
C 3.6208 1.9546 -2.0637
C 4.8808 2.1626 -2.5592
F 5.8781 2.5158 -1.7096
C 5.1533 2.0127 -3.9194
C 4.1083 1.7089 -4.7820
C 2.8010 1.5478 -4.3022
N 6.4683 2.1226 -4.4707
C 6.7106 3.1968 -5.4210
C 7.6625 2.6511 -6.5034
N 8.3165 1.4366 -5.9105
C 8.8534 1.7609 -4.5494
C 7.6331 1.9368 -3.6192
H 2.3212 -0.1652 -8.1726
H 1.5529 -0.9121 -6.7696
H 3.2502 -0.4543 -6.6927
H 0.8971 1.5026 -6.9842
H 2.5739 1.9828 -6.8804
H -0.2510 0.6678 -5.2669
H 3.4117 2.0343 -1.0041
H 4.3343 1.5268 -5.8237
H 7.1596 4.0664 -4.9233
H 5.7778 3.5209 -5.8744
H 8.4463 3.3566 -6.7723
H 7.1417 2.3231 -7.4017
H 9.0075 1.0182 -6.5294
H 7.5414 0.7786 -5.7486
H 9.4329 2.6767 -4.6533
H 9.5132 0.9560 -4.2349
H 7.8198 2.7855 -2.9548
H 7.4890 1.0485 -3.0056
*
```